Record 1
Here is one molecule with the formula C4H8S2 in a non-equilibrium geometry from OMol25. Energies are from ωB97M-V/def2-TZVPD.

Last column: natural (NBO) charge in e.
Element x y z (Å)
C  1.2973  1.6404  0.0140  -0.628
C  0.4351  0.3854  -0.0073  -0.156
S  1.5551  -1.0446  -0.0050  -0.024
C  -0.6215  0.2945  1.1458  -0.519
S  -1.9071  -0.3135  -0.0009  0.166
C  -0.6215  0.3332  -1.1402  -0.520
H  0.6750  2.5375  0.0082  0.217
H  1.9558  1.6605  -0.8768  0.223
H  1.9499  1.6490  0.8986  0.224
H  0.5855  -1.9659  -0.0321  0.129
H  -0.3691  -0.3476  2.0051  0.228
H  -0.8604  1.2886  1.5382  0.210
H  -0.8787  1.3428  -1.5324  0.217
H  -0.3621  -0.3564  -1.9886  0.231

Output
ΔE to the lowest compared entry with this formula, charge and spin in kJ/mol: 68.8
HOMO level in eV: -8.82
Spin multiplicity: 1
Charge: 0
LUMO in eV: 0.82
Strongest force on any atom in eV/A: 1.1
Total energy in hartree: -953.56041
SMILES string: CC1(S)CSC1
Frontier orbital gap in Eh: 0.3543

---

Record 2
Here is one molecule with the formula C6H7N in a non-equilibrium geometry from OMol25. Energies are from ωB97M-V/def2-TZVPD.

Last column: natural (NBO) charge in e.
Element x y z (Å)
C  1.9534  -0.0037  -1.3408  -0.396
C  0.6722  0.1889  -1.4403  -0.217
C  -0.1509  0.0143  -0.2984  0.084
C  -1.5580  -0.1553  -0.2591  -0.282
C  -1.8410  -0.3686  1.1320  -0.281
C  -0.6382  -0.1089  1.8663  -0.072
N  0.4272  -0.0769  0.9226  -0.522
H  2.3057  -0.2591  -0.2611  0.171
H  2.6421  0.0903  -2.1473  0.209
H  0.1558  0.7710  -2.1856  0.219
H  -2.1405  -0.0717  -1.2791  0.237
H  -2.7757  -0.6667  1.4695  0.220
H  -0.4051  0.2197  2.8599  0.215
H  1.3531  0.4268  0.9613  0.416

Output
ΔE to the lowest compared entry with this formula, charge and spin in kJ/mol: 229.0
HOMO level in eV: -7.64
Spin multiplicity: 1
Charge: 0
LUMO in eV: 0.96
Strongest force on any atom in eV/A: 3.2
Total energy in hartree: -287.50002
SMILES string: C=Cc1ccc[nH]1
Frontier orbital gap in Eh: 0.3159

---

Record 3
Here is C19H8Cl2F5N2O2S3Sn as an isolated structure from OMol25. Energies are from ωB97M-V/def2-TZVPD.

Last column: natural (NBO) charge in e.
Element x y z (Å)
Sn  0.3800  0.0481  -0.2790  1.540
Cl  2.1732  -0.4548  1.8268  0.102
C  1.6201  0.7832  2.9312  0.041
C  2.4917  1.1239  3.9499  -0.234
C  2.1098  2.0924  4.8612  -0.176
C  0.8766  2.7104  4.7419  -0.205
C  0.0261  2.3610  3.7084  -0.031
Cl  -1.5090  3.1454  3.5973  0.057
C  0.3742  1.3836  2.7676  -0.269
S  -0.8183  1.0146  1.5179  -0.078
H  3.4484  0.6282  4.0284  0.244
H  2.7761  2.3647  5.6671  0.242
H  0.5627  3.4666  5.4468  0.248
F  -3.4994  -5.4188  2.5530  -0.263
C  -2.8555  -4.6040  1.7351  0.291
C  -1.8769  -3.7549  2.2269  0.318
F  -1.5774  -3.7550  3.5191  -0.278
C  -1.2046  -2.9138  1.3598  0.313
F  -0.2361  -2.1327  1.8624  -0.308
C  -1.4837  -2.8769  0.0053  -0.294
S  -0.6657  -1.8866  -1.2121  -0.128
C  -2.4720  -3.7362  -0.4642  0.342
F  -2.7821  -3.7375  -1.7598  -0.283
C  -3.1508  -4.5966  0.3806  0.283
F  -4.0826  -5.4057  -0.1010  -0.266
O  1.9524  -0.3829  -1.7032  -0.481
N  2.6768  0.6321  -1.5239  0.457
O  2.2634  1.3370  -0.6129  -0.426
S  -2.1803  2.3758  -3.4080  0.560
C  -1.3737  1.1242  -2.6117  -0.086
N  -0.5469  1.4892  -1.6610  -0.608
C  -0.5185  2.8856  -1.5133  0.184
C  0.2559  3.6245  -0.6152  -0.232
C  0.1335  4.9944  -0.6324  -0.167
C  -0.7387  5.6391  -1.5221  -0.179
C  -1.4975  4.9230  -2.4180  -0.194
C  -1.3742  3.5336  -2.4038  -0.253
H  -1.5413  0.0896  -2.8719  0.265
H  0.9397  3.1428  0.0664  0.235
H  0.7257  5.5876  0.0501  0.234
H  -0.8134  6.7174  -1.5048  0.238
H  -2.1653  5.4171  -3.1096  0.242

Output
ΔE to the lowest compared entry with this formula, charge and spin in kJ/mol: 63.0
HOMO level in eV: -11.91
Spin multiplicity: 1
Charge: +1
LUMO in eV: -4.10
Strongest force on any atom in eV/A: 0.6
Total energy in hartree: -3817.13401
Frontier orbital gap in Eh: 0.2869

---

Record 4
Here is a 2-piece molecular cluster, H4S2 overall from OMol25. Energies are from ωB97M-V/def2-TZVPD.

Last column: natural (NBO) charge in e.
Element x y z (Å)
S  -0.2758  0.5489  -1.5808  -0.297
H  0.0768  -0.3486  -2.5199  0.145
H  -1.0956  -0.3298  -0.9747  0.158
S  -0.1180  0.2408  1.4770  -0.302
H  0.2524  -0.5841  2.4740  0.142
H  1.1601  0.4729  1.1244  0.155

Output
ΔE to the lowest compared entry with this formula, charge and spin in kJ/mol: 19.8
HOMO level in eV: -9.18
Spin multiplicity: 1
Charge: 0
LUMO in eV: 0.87
Strongest force on any atom in eV/A: 0.9
Total energy in hartree: -798.74185
SMILES string: S.S
Frontier orbital gap in Eh: 0.3693

---

- The highest ΔE to the lowest compared entry with this formula, charge and spin belongs to which entry?
  C6H7N